106
Properties=species:S:1:pos:R:3:mulliken_spin:R:1 method="wB97M-V/def2-TZVPD" homo_lumo_gap_ev="6.9 / 4.5" total_energy_ev=-79433.6689 multiplicity=2 e_above_lowest_kcal_mol=6.4 max_force_ev_per_a=0.27 e_lumo_ev="-2.6 / -4.9" charge=+1 homo_ha="-0.3476 / -0.3475"
Ir -0.3459 0.6029 -0.2730 0.005
P -0.5556 1.6467 1.8468 0.004
P 0.1152 -0.8409 -2.0925 -0.001
O -2.0552 3.9137 -1.9696 0.000
O -3.5314 -1.5499 1.4693 0.002
N 1.2463 -0.3556 0.6086 0.454
N 0.8674 2.1984 -0.8857 0.012
N -1.7201 1.7607 -1.1839 0.000
N -2.0489 -0.5836 0.0249 -0.004
N -0.2580 -2.6851 0.8240 0.013
C -2.4024 -1.4608 1.0010 0.003
C -2.1207 1.5583 2.8378 -0.002
C 0.7138 4.3701 -1.8559 0.001
C -3.1020 -0.1151 -0.8282 0.000
C 1.4252 -0.3047 1.9884 0.008
C 2.1822 -0.9536 -0.2331 -0.043
C 2.3784 -1.0840 4.0766 -0.055
C -1.8558 -2.3202 -3.5453 0.000
C -3.9146 1.6278 -2.3204 0.001
C 0.2489 -0.1458 -3.8105 0.004
C 2.8487 3.4160 -1.3827 0.002
C 2.6647 -2.1153 -2.2904 -0.019
C 4.4181 -1.7581 -0.7119 -0.056
C 2.2388 -1.1981 2.7095 0.162
C 1.3896 3.7581 1.9021 -0.003
C 1.1211 -0.9319 -4.7895 -0.001
C 2.1994 2.3012 -0.8892 0.012
C 1.7213 -0.0882 4.7977 0.108
C -5.1664 -0.4030 -2.0402 0.000
C -1.7654 -3.2741 2.5771 0.000
C 1.8650 0.0272 6.2858 -0.004
C -0.1974 -3.6831 -2.2521 -0.003
C 0.6106 1.3337 -3.8715 0.004
C 3.5413 -1.0844 0.1104 0.152
C 0.2716 -4.4833 2.3135 0.000
C -2.9488 1.1338 -1.4463 -0.003
C 0.5468 -3.6628 1.2350 0.004
C -0.0452 3.3827 2.2577 0.009
C 0.8668 0.7569 4.0931 -0.032
C 3.9833 -2.3412 -1.9012 0.097
C -3.3427 1.7893 1.9384 0.001
C -5.0250 0.8534 -2.6135 0.000
C 0.6827 0.6451 2.7265 0.080
C -1.3911 -2.4875 1.4877 -0.003
C -0.9546 -2.3570 -2.3094 0.009
C -2.2679 0.3063 3.7135 0.001
C -1.3675 3.0053 -1.5201 -0.002
C -1.0425 4.4332 1.7652 0.000
C 2.0940 4.4745 -1.8678 -0.001
C 0.1299 3.2129 -1.3752 -0.001
C 1.7745 -1.3760 -1.5246 0.082
C -0.9182 -4.2809 2.9989 0.001
C -4.2171 -0.8833 -1.1523 -0.002
C 4.9238 -3.1252 -2.7686 -0.008
H -1.6143 -2.2877 -1.4458 0.001
H -1.1247 4.4512 0.6782 0.000
H -1.2982 -2.3841 -4.4799 0.000
H 1.4699 4.0826 0.8674 0.001
H 0.9553 -0.5393 -5.7941 0.000
H -4.3592 -1.8504 -0.6929 0.000
H 2.7540 1.4637 -0.4918 -0.017
H -2.0328 2.4192 3.5071 0.000
H -3.6541 0.8636 1.4611 0.001
H 5.4595 -1.8388 -0.4244 0.003
H 4.3846 -3.7002 -3.5194 0.000
H -0.9176 -4.4921 -2.1183 0.000
H -0.7883 -0.2368 -4.1414 0.000
H 2.7238 -2.0210 2.2095 -0.006
H 1.5967 1.5341 -3.4461 -0.001
H 2.3368 -2.5298 -3.2313 0.001
H 0.8942 -1.9987 -4.8140 0.000
H 3.9150 -0.6215 1.0115 -0.006
H -1.7950 0.4415 4.6857 0.002
H 0.3101 1.5071 4.6440 -0.003
H 0.3350 -3.8745 -3.1878 0.001
H 0.6364 1.6454 -4.9172 0.000
H 1.8687 1.0701 6.6016 0.003
H -3.3260 0.0997 3.8729 -0.001
H -4.1728 2.1382 2.5549 0.000
H -3.1664 2.5356 1.1613 0.000
H -5.7774 1.2314 -3.2927 0.000
H -3.7813 2.6062 -2.7554 0.000
H 1.0281 -0.4642 6.7871 0.011
H 0.0569 5.1420 -2.2328 0.000
H 2.0949 2.9433 2.0758 -0.002
H -2.4976 -1.4378 -3.5677 0.000
H 0.5133 -3.7279 -1.4357 0.000
H -0.1338 1.9437 -3.3699 -0.001
H -2.5171 -3.1874 -3.5004 0.000
H -0.1104 3.3544 3.3519 0.003
H -2.7120 -3.0779 3.0585 0.000
H -6.0283 -1.0141 -2.2735 0.000
H -0.7035 5.4202 2.0848 0.000
H -1.8324 -0.5829 3.2654 0.003
H -1.1849 -4.9064 3.8407 0.000
H -2.0413 4.2815 2.1716 0.000
H 2.5758 5.3618 -2.2559 0.000
H 5.6135 -2.4573 -3.2890 0.010
H 2.7829 -0.4431 6.6340 0.002
H 1.4584 -3.8058 0.6579 -0.002
H 1.6981 4.6000 2.5242 0.000
H 2.1794 -0.8039 -4.5616 0.001
H 3.9289 3.4470 -1.3768 0.000
H 0.9623 -5.2659 2.5963 0.000
H 3.0040 -1.7960 4.6009 0.002
H 5.5245 -3.8130 -2.1736 0.006

***

5
Properties=species:S:1:pos:R:3:nbo_charge:R:1 method="wB97M-V/def2-TZVPD" homo_lumo_gap_ev="5.1 / 5.1" total_energy_ev=-8668.0571 e_above_lowest_kcal_mol=15.9 max_force_ev_per_a=1.83 e_lumo_ev="4.2 / 4.1" charge=-1 homo_ha="-0.0337 / -0.0375"
O -1.0586 1.3457 0.2020 -0.623
O 2.0086 -0.0596 -0.4520 -0.495
O -1.1995 -0.9408 -0.2788 -0.597
N 1.3254 -0.4108 0.5221 -0.287
C -0.9322 0.1689 0.0088 1.001

***

105
Properties=species:S:1:pos:R:3:lowdin_charge:R:1 method="wB97M-V/def2-TZVPD" homo_lumo_gap_ev=7.9 total_energy_ev=-61882.1342 max_force_ev_per_a=0.86 e_lumo_ev=-3.1 charge=+1 homo_ha=-0.4041
S -1.4987 -2.9415 0.2589 1.166
O -1.0951 -2.7441 -1.2896 -0.256
O 0.9204 5.3504 -4.1982 0.059
O 2.5057 -4.3435 1.9749 0.049
O 4.4402 -6.8578 4.1474 0.065
O -2.3860 1.8753 -4.6473 0.070
O -6.1705 -1.8038 1.1066 0.135
O 4.4926 4.2946 -0.3706 0.058
O -1.9027 3.2348 -1.1727 -0.170
N -4.1451 -1.8478 2.2513 -0.119
C 0.4188 -1.4592 1.4064 -0.230
C -5.1830 -1.1996 1.4577 -0.472
C -4.6222 -2.0542 3.6455 -0.205
C 0.4083 5.2267 -5.2888 -0.493
C 2.7211 -5.0272 0.9965 -0.489
C -2.4645 2.3454 -0.2496 -0.128
C -0.5970 2.9010 -1.6361 -0.208
C 5.2470 4.8297 -1.1508 -0.493
C 1.7388 2.8445 -0.4291 -0.190
C 0.7309 -0.7308 2.7159 -0.191
C 1.8434 1.3598 1.7070 -0.168
C -3.7797 -3.1227 1.6459 -0.232
C -4.8967 0.2294 1.1197 0.025
C 6.7445 4.7563 -0.9823 -0.023
C -3.7832 0.0933 -3.9219 -0.024
C -4.3565 -0.8229 4.5132 -0.067
C -3.4399 1.2988 -4.7698 -0.488
C 2.8644 -6.5220 1.0763 -0.010
C 0.7101 0.7897 2.5827 -0.200
C -4.4807 1.7398 -5.7667 -0.013
C -1.0820 -1.4171 1.0667 -0.313
C 0.5433 6.2913 -6.3496 -0.022
C 0.4938 3.6435 -0.8473 -0.138
C 2.8651 -4.3899 -0.3646 -0.019
C -3.2801 -2.9590 0.2015 -0.275
C 4.7764 -6.5043 6.4750 -0.022
C -0.3917 3.9973 -5.6406 -0.027
C 4.0643 -6.3122 5.1595 -0.497
C 1.4903 1.4598 0.1942 -0.196
C 2.8549 -5.4082 5.1564 -0.023
C 4.7327 5.6028 -2.3403 -0.014
H 3.8498 -6.8199 0.7161 0.098
H -2.9551 -0.1174 -3.2467 0.064
H -4.9244 0.8096 2.0466 0.098
H -3.9643 -0.7745 -4.5579 0.086
H 2.7574 -6.8521 2.1059 0.067
H 0.0166 4.1342 0.0046 0.122
H -2.9657 -3.5371 2.2570 0.117
H -4.6893 0.9344 -6.4727 0.089
H -4.3308 -1.0730 5.5709 0.079
H 2.2560 3.4430 0.3203 0.087
H -5.1150 -0.0562 4.3381 0.073
H 0.7265 -2.5080 1.4936 0.084
H 4.0929 -6.9304 7.2110 0.086
H 3.8486 -4.6044 -0.7833 0.092
H 7.1972 4.2859 -1.8565 0.086
H 2.4243 2.7821 -1.2730 0.104
H 5.1319 -5.5439 6.8515 0.086
H -4.0723 -2.9047 4.0504 0.119
H -2.9336 2.9012 0.5665 0.097
H 7.1581 5.7607 -0.8806 0.087
H 3.1346 -4.4040 5.4792 0.088
H -0.5329 -1.9603 -1.4027 0.096
H -3.2288 1.7200 -0.7320 0.069
H 5.1124 5.1634 -3.2641 0.087
H 1.1394 7.1167 -5.9684 0.081
H 1.0254 5.8759 -7.2359 0.085
H -4.5725 -3.8780 1.6623 0.138
H 1.0093 -1.0347 0.5928 0.098
H -1.3383 -0.5936 0.3905 0.093
H 0.0188 -1.0478 3.4871 0.114
H -5.6048 0.6101 0.3898 0.100
H -1.7222 -1.3393 1.9509 0.102
H 6.9856 4.1763 -0.0948 0.081
H 2.7543 -3.3114 -0.2607 0.070
H 2.1043 -4.7718 -1.0486 0.084
H -3.8653 0.2990 0.7674 0.053
H 0.7792 1.2222 3.5851 0.113
H -0.2553 1.1347 2.1883 0.102
H 2.1015 0.7201 -0.3334 0.104
H -1.7155 1.6756 0.1961 0.053
H -3.4014 -0.3857 4.2112 0.071
H 2.4541 -5.3587 4.1485 0.046
H -5.4083 1.9954 -5.2523 0.090
H -4.1206 2.6093 -6.3103 0.082
H 0.4489 1.1424 0.0771 0.058
H -3.5519 -3.8179 -0.4118 0.115
H 5.6224 -7.1733 6.3396 0.083
H -0.5673 3.2455 -2.6704 0.095
H -4.6863 0.2908 -3.3415 0.083
H 0.0606 3.4861 -6.4928 0.092
H -0.4591 1.8143 -1.6681 0.107
H 2.0998 2.3474 2.0905 0.110
H 5.0730 6.6381 -2.2883 0.088
H -0.4426 6.6605 -6.6359 0.086
H 3.6451 5.5829 -2.3543 0.075
H -3.6161 -2.0519 -0.3019 0.106
H 2.0971 -5.7984 5.8389 0.086
H -5.6886 -2.2932 3.6343 0.126
H 0.8478 4.4461 -1.4995 0.101
H 1.7110 -1.0750 3.0547 0.122
H -1.4148 4.2696 -5.8982 0.085
H 2.7086 0.7007 1.8163 0.114
H 2.1090 -7.0018 0.4504 0.089
H -0.4100 3.3278 -4.7904 0.042

***

102
Properties=species:S:1:pos:R:3:mulliken_spin:R:1 method="wB97M-V/def2-TZVPD" homo_lumo_gap_ev="7.7 / 7.9" total_energy_ev=-202448.8501 multiplicity=4 e_above_lowest_kcal_mol=0.0 max_force_ev_per_a=1.28 e_lumo_ev="-2.1 / -2.2" charge=+1 homo_ha="-0.3606 / -0.3712"
Sb 1.7611 -2.4467 3.3765 0.000
Ge -0.2951 -0.3231 -3.1531 0.011
V -0.4378 -0.1864 1.4584 2.931
S -0.2119 0.2069 -1.0776 0.000
F -1.3418 -5.8227 -5.5111 0.000
F 5.1162 1.5600 -5.2032 0.000
F 4.6144 -1.0247 -5.2167 0.000
F 0.9159 2.4810 -3.4193 0.001
F 0.3899 -3.2441 -2.0037 0.001
F -3.1854 0.3984 -2.0916 0.003
F -2.1150 -3.6576 -6.8332 0.000
F -1.7238 -1.2088 -5.7809 0.000
F -4.9099 2.2381 -2.8694 0.000
F -2.2259 3.3438 -6.5464 0.000
F 2.2399 -1.9799 -4.3154 0.000
F -4.4302 3.7184 -5.0958 0.000
F 3.2676 3.3362 -4.3066 0.000
F -0.1440 -5.6584 -3.1145 0.000
F -0.3912 1.5699 -5.8078 0.000
O 1.8646 2.0133 3.7832 0.012
O 3.1182 0.3911 4.6141 0.000
N -0.8276 2.1548 1.0900 0.001
N -4.3619 1.2069 0.7999 0.005
N -0.5385 -2.5361 1.2913 -0.008
N -2.5810 0.0205 1.3636 -0.185
N -2.2806 3.4477 0.0659 0.005
N -0.4249 -0.2751 3.7718 -0.087
N 3.1265 4.0129 4.9688 0.000
N 2.1278 -0.1555 1.3008 -0.019
C 3.9400 1.1365 -4.7834 0.000
C 1.4851 0.2199 -3.8202 -0.006
C -0.2362 3.3439 0.8310 0.015
C -0.5258 -4.5362 -3.7336 -0.001
C 2.5305 1.9055 -0.0935 0.013
C 0.3317 -3.2565 2.0218 0.010
C -3.0070 1.1707 0.8581 0.028
C -3.8045 2.0430 -3.5967 0.001
C -1.3029 -2.2659 -5.0687 0.003
C -0.6811 -2.1218 -3.8082 0.000
C -2.0293 1.5865 4.0774 0.016
C 2.8457 1.5592 4.5562 0.006
C -2.4295 2.5718 -5.4861 0.001
C -0.2928 -3.2806 -3.1579 0.006
C 3.5597 2.6371 5.3568 0.000
C 0.4326 -4.6431 1.9236 -0.006
C -2.0727 2.2497 0.6361 0.058
C 4.3115 0.2644 0.3745 -0.003
C -0.4241 -5.3603 1.0738 0.008
C -1.2136 0.1987 5.9793 -0.002
C 2.6882 -1.2002 1.9479 0.032
C -1.3173 -4.6192 0.3391 -0.002
C -1.3418 -3.2125 0.4518 0.024
C -1.5118 1.6338 -5.0700 0.001
C 0.3542 -1.2110 4.3345 0.024
C -0.4131 -0.7620 6.5541 0.007
C -2.8508 1.1137 -3.2040 0.004
C -2.2804 -2.5017 -0.4549 -0.018
C -4.8031 -0.0143 1.2802 -0.008
C 3.0129 2.0313 -4.3015 0.000
C 2.9446 0.5920 0.5328 0.005
C 4.8420 -0.8811 0.9581 0.002
C -1.6886 0.8581 -3.9173 -0.004
C 3.6535 -0.2061 -4.7895 0.000
C 1.8040 1.5685 -3.8418 0.003
C -1.1171 4.1739 0.1968 -0.006
C -3.6922 -0.7135 1.6235 0.051
C -1.5351 -3.5004 -5.6339 0.001
C 2.4261 -0.6592 -4.3333 0.002
C -1.1717 0.4607 4.6050 0.040
C 0.3953 -1.4844 5.7021 -0.005
C -3.5872 2.7635 -4.7328 0.000
C -1.1349 -4.6360 -4.9697 0.000
C 3.9897 -1.6172 1.7681 0.002
H 1.4803 1.9274 -0.4069 -0.011
H 4.9253 0.9221 -0.2314 0.000
H 3.1407 2.1093 -0.9871 -0.001
H -1.9866 -5.1044 -0.3465 0.000
H -3.0815 3.7475 -0.4431 -0.001
H -1.9645 -1.4713 -0.5699 0.013
H 5.8998 -1.1106 0.8202 0.000
H -4.9069 1.9749 0.4331 -0.001
H -3.3239 -2.5397 -0.1359 0.001
H 4.3762 -2.4943 2.2949 0.000
H -0.9771 5.1818 -0.1674 0.000
H -2.2755 -3.0438 -1.4420 0.001
H 1.0774 -2.2307 6.0751 0.000
H 2.7814 2.7189 0.6033 0.001
H 3.2529 2.4997 6.3851 0.000
H -0.4302 -0.9463 7.6282 0.000
H 3.8346 4.4406 4.4065 0.000
H -2.1632 2.3944 4.8040 0.002
H 1.1593 -5.1899 2.5051 -0.001
H -1.5734 2.0489 3.2099 0.014
H -0.3052 -6.4169 0.9485 0.000
H -3.0198 1.2177 3.7836 0.004
H -1.8717 0.7939 6.6201 0.000
H 0.7784 3.5148 1.1338 0.001
H -3.6187 -1.6932 2.0636 0.002
H 1.8225 2.9772 3.8673 0.001
H 2.9712 4.6301 5.7590 0.000
H 4.6438 2.4885 5.3520 0.000
H -5.8439 -0.3265 1.3132 0.000